# 1
A 2-piece molecular cluster, C2H4O3 overall. Source: the OMol25 dataset; level of theory: the ωB97M-V functional and the def2-TZVPD basis.

Each line ends with the natural charge from an NBO analysis.
Cartesian coordinates (Å):
O  -0.24  1.12  -1.32  -0.52
C  0.59  1.09  -2.20  0.29
H  0.31  0.85  -3.24  0.11
H  1.65  1.28  -1.97  0.12
O  0.55  -1.68  1.64  -0.59
C  -0.36  -1.04  2.09  0.64
O  -1.10  -0.19  1.37  -0.67
H  -0.70  -1.13  3.13  0.12
H  -0.70  -0.29  0.48  0.50

Values from the calculation:
F_max: 0.79 eV/A
energy relative to the best compared isomer or geometry (same formula, charge and spin): 102.9 kJ/mol
charge: 0
SMILES: O=CO.C=O


# 2
C11H25Cl2N2OP2Rh as an isolated structure at a distorted geometry. Source: the OMol25 dataset; level of theory: the ωB97M-V functional and the def2-TZVPD basis.

Each line ends with the natural charge from an NBO analysis.
Cartesian coordinates (Å):
C  1.20  -0.07  -3.11  -0.84
C  1.44  0.03  -1.66  0.56
H  2.17  -0.06  -3.61  0.30
H  0.62  0.79  -3.48  0.28
H  0.67  -0.98  -3.39  0.28
O  2.46  0.11  -1.01  -0.49
Cl  -2.55  -0.29  -2.55  -0.33
Rh  -0.48  -0.07  -1.38  0.45
P  -0.22  2.21  -0.78  1.14
C  1.21  2.56  0.30  -0.95
C  0.18  3.12  -2.32  -0.96
H  0.12  4.20  -2.12  0.27
H  -1.86  3.98  -0.59  0.28
H  -0.58  2.89  -3.08  0.27
H  -2.50  2.39  -0.09  0.29
H  2.05  1.91  0.02  0.28
H  1.20  2.89  -2.65  0.26
C  -1.64  3.07  -0.03  -0.96
H  1.49  3.61  0.19  0.27
H  -1.42  3.30  1.02  0.24
H  0.93  2.34  1.33  0.22
P  0.00  -2.29  -0.63  1.15
C  1.43  -2.33  0.50  -0.96
C  -1.31  -3.23  0.20  -0.95
H  -0.23  -3.15  -2.88  0.27
H  0.50  -4.35  -1.79  0.27
H  1.53  -3.02  -2.40  0.26
C  0.51  -3.29  -2.08  -0.97
H  -2.27  -2.77  -0.07  0.29
H  -1.29  -4.28  -0.12  0.27
H  1.66  -3.37  0.76  0.27
H  1.14  -1.74  1.39  0.24
H  -1.18  -3.18  1.29  0.24
H  2.29  -1.85  0.03  0.28
Cl  -2.14  -0.08  0.36  -0.44
N  -0.93  0.84  4.36  -0.53
C  -0.82  -0.52  4.57  0.18
C  -0.21  -1.03  3.44  0.06
N  0.05  0.00  2.57  -0.43
C  -0.39  1.11  3.12  0.39
H  -1.35  1.53  4.98  0.47
H  -1.17  -1.01  5.46  0.27
H  0.06  -2.06  3.22  0.25
H  -0.37  2.12  2.74  0.24

Values from the calculation:
<S²>: 6.02
F_max: 3.50 eV/A
multiplicity: 5
charge: +2
calculated total energy: -2331.85931 Ha


# 3
C16H14ClFLu as an isolated structure at a distorted geometry. Source: the OMol25 dataset; level of theory: the ωB97M-V functional and the def2-TZVPD basis.

Each line ends with the natural charge from an NBO analysis.
Cartesian coordinates (Å):
C  2.44  1.91  0.72  -0.47
C  3.20  0.77  0.27  -0.38
C  2.80  -0.36  1.06  -0.30
H  3.93  0.72  -0.53  0.25
C  1.81  0.06  1.98  -0.33
C  1.58  1.47  1.78  -0.40
H  0.78  2.03  2.25  0.25
H  2.41  2.87  0.20  0.25
H  3.25  -1.33  1.03  0.25
H  1.34  -0.58  2.70  0.24
Lu  0.82  0.67  -0.35  1.75
Cl  1.00  1.52  -2.57  -0.58
C  -0.35  -2.31  -1.84  -0.38
C  -0.28  -2.83  -0.50  -0.35
C  1.08  -3.05  -0.18  -0.36
H  -1.13  -2.95  0.18  0.19
C  1.87  -2.69  -1.33  -0.37
C  0.99  -2.23  -2.34  -0.35
H  1.28  -1.80  -3.30  0.21
H  -1.25  -1.94  -2.34  0.20
H  1.47  -3.35  0.80  0.19
H  2.97  -2.66  -1.36  0.19
F  -5.15  2.51  0.58  -0.36
C  -3.91  1.92  0.44  0.36
C  -3.84  0.55  0.30  -0.29
C  -2.57  -0.06  0.18  -0.19
C  -1.47  0.78  0.23  -0.52
C  -1.52  2.15  0.32  -0.24
C  -2.79  2.77  0.46  -0.29
H  -4.77  -0.06  0.30  0.21
H  -2.48  -1.13  0.02  0.22
H  -0.63  2.78  0.25  0.19
H  -2.89  3.85  0.58  0.21

Values from the calculation:
F_max: 4.69 eV/A
charge: -1
calculated total energy: -2413.74248 Ha


# 4
A 10-piece molecular cluster, C45H54F6O6S3 overall at a distorted geometry. Source: the OMol25 dataset; level of theory: the ωB97M-V functional and the def2-TZVPD basis.

Each line ends with the Mulliken charge.
Cartesian coordinates (Å):
F  -4.82  28.02  -14.36  -0.39
C  -5.09  29.31  -14.08  0.43
C  -6.04  29.63  -13.12  -0.78
C  -6.23  30.96  -12.78  -0.26
C  -5.50  31.95  -13.38  -1.01
C  -4.60  31.61  -14.39  0.08
C  -4.36  30.29  -14.72  -0.50
H  -6.59  28.83  -12.64  0.49
H  -6.87  31.15  -11.93  0.46
H  -5.52  32.96  -12.98  0.60
H  -4.03  32.37  -14.91  0.40
H  -3.64  29.97  -15.47  0.47
F  -10.49  34.90  -13.32  -0.15
C  -11.15  33.93  -13.99  0.27
C  -10.40  32.97  -14.64  0.02
C  -11.06  32.01  -15.36  -0.19
C  -12.45  31.98  -15.39  -0.88
C  -13.18  32.95  -14.72  -0.33
C  -12.52  33.98  -14.06  -0.67
H  -9.32  33.08  -14.55  0.33
H  -10.55  31.25  -15.94  0.45
H  -12.91  31.21  -15.99  0.40
H  -14.27  32.94  -14.74  0.38
H  -13.04  34.74  -13.49  0.42
F  -4.55  26.26  -17.10  -0.36
C  -5.89  26.46  -17.11  0.22
C  -6.69  25.39  -17.46  -0.53
C  -8.05  25.58  -17.57  -0.28
C  -8.60  26.84  -17.33  -0.69
C  -7.77  27.89  -17.02  -0.69
C  -6.40  27.71  -16.85  0.02
H  -6.20  24.47  -17.74  0.43
H  -8.69  24.74  -17.79  0.37
H  -9.67  26.98  -17.42  0.45
H  -8.15  28.90  -16.86  0.40
H  -5.77  28.54  -16.57  0.64
F  -10.84  34.32  -19.64  -0.26
C  -11.12  33.58  -20.73  0.02
C  -10.24  32.59  -21.11  0.26
C  -10.50  31.86  -22.24  -0.15
C  -11.63  32.13  -23.00  -0.87
C  -12.50  33.14  -22.60  -0.26
C  -12.26  33.89  -21.46  -0.79
H  -9.43  32.37  -20.42  0.36
H  -9.80  31.07  -22.48  0.41
H  -11.87  31.53  -23.87  0.42
H  -13.37  33.34  -23.23  0.35
H  -12.95  34.67  -21.17  0.46
F  -7.78  34.08  -12.12  -0.37
C  -7.65  35.16  -12.93  -0.17
C  -7.15  34.98  -14.20  0.69
C  -6.78  36.11  -14.91  -0.63
C  -6.94  37.38  -14.37  -0.93
C  -7.52  37.54  -13.11  -0.43
C  -7.89  36.41  -12.40  -0.50
H  -6.96  33.97  -14.55  0.89
H  -6.23  36.05  -15.85  0.11
H  -6.57  38.25  -14.89  0.41
H  -7.64  38.54  -12.72  0.40
H  -8.35  36.46  -11.42  0.46
F  -3.55  30.44  -18.26  -0.17
C  -3.44  30.35  -19.62  0.01
C  -3.37  31.52  -20.34  0.12
C  -3.18  31.45  -21.71  -0.09
C  -3.08  30.21  -22.33  -0.76
C  -3.19  29.05  -21.58  -0.47
C  -3.36  29.11  -20.20  -0.54
H  -3.50  32.45  -19.79  0.09
H  -3.11  32.38  -22.25  0.37
H  -2.98  30.15  -23.41  0.43
H  -3.07  28.10  -22.07  0.42
H  -3.49  28.20  -19.64  0.50
C  -5.52  34.15  -22.07  -0.55
S  -7.25  34.53  -21.82  0.63
O  -7.50  34.46  -20.35  -0.62
C  -7.19  36.28  -22.19  -1.21
H  -4.87  34.94  -21.67  0.49
H  -5.38  34.13  -23.15  0.47
H  -5.30  33.21  -21.59  -0.47
H  -8.13  36.66  -21.78  0.40
H  -7.13  36.46  -23.26  0.38
H  -6.40  36.78  -21.63  0.28
C  -2.36  34.05  -16.92  -1.17
S  -3.85  35.07  -16.94  1.02
O  -3.52  36.36  -16.29  -0.73
C  -3.75  35.44  -18.70  -0.84
H  -1.55  34.57  -17.42  0.45
H  -2.62  33.08  -17.34  0.22
H  -2.13  33.86  -15.87  0.41
H  -2.83  36.04  -18.80  0.50
H  -4.56  36.10  -18.98  0.29
H  -3.58  34.56  -19.31  0.01
C  -8.24  33.70  -17.31  0.22
S  -7.77  32.01  -16.97  0.37
O  -8.70  31.15  -17.76  -0.54
C  -6.22  32.01  -17.86  0.65
H  -7.50  34.38  -16.91  -0.30
H  -9.21  33.87  -16.85  0.48
H  -8.28  33.77  -18.40  -0.31
H  -6.39  32.59  -18.78  -0.06
H  -6.07  31.00  -18.22  -0.45
H  -5.38  32.41  -17.31  0.02
C  -7.47  29.39  -20.43  0.14
O  -7.58  29.17  -21.83  -0.48
C  -7.14  30.14  -22.61  0.63
O  -6.47  31.09  -22.28  -0.11
O  -7.53  29.88  -23.86  -0.42
C  -7.41  30.94  -24.80  -0.53
H  -7.59  28.42  -19.96  0.04
H  -8.28  30.03  -20.08  0.19
H  -6.50  29.80  -20.18  0.01
H  -7.34  31.90  -24.29  0.10
H  -8.24  30.89  -25.49  0.28
H  -6.49  30.85  -25.38  0.29

Values from the calculation:
F_max: 1.41 eV/A
energy relative to the best compared isomer or geometry (same formula, charge and spin): 0.0 kJ/mol
charge: 0


# 5
A 7-piece molecular cluster, C23H57N9O14P2 overall at a distorted geometry. Source: the OMol25 dataset; level of theory: the ωB97M-V functional and the def2-TZVPD basis.

Each line ends with the Mulliken charge.
Cartesian coordinates (Å):
C  -4.09  -17.25  -5.40  -0.56
N  -4.84  -16.06  -5.91  0.98
O  -5.98  -16.19  -6.25  -0.54
O  -4.21  -15.03  -5.89  -0.55
H  -3.42  -16.85  -4.66  0.32
H  -3.62  -17.78  -6.22  0.04
H  -4.76  -17.91  -4.85  0.32
C  -2.13  -19.01  -8.69  -0.81
N  -3.22  -18.57  -9.61  1.00
O  -4.23  -18.08  -9.14  -0.58
O  -3.09  -18.81  -10.81  -0.44
H  -1.73  -18.10  -8.26  0.31
H  -1.36  -19.53  -9.24  0.01
H  -2.58  -19.64  -7.92  0.41
C  -4.60  -21.54  -10.84  -0.53
N  -5.68  -22.45  -10.43  1.02
O  -5.75  -22.78  -9.27  -0.60
O  -6.36  -22.94  -11.30  -0.56
H  -5.09  -20.56  -10.88  0.46
H  -4.31  -21.78  -11.86  0.16
H  -3.75  -21.54  -10.17  0.02
C  -3.30  -16.87  -14.75  -0.88
C  -3.58  -18.31  -15.12  0.38
C  -3.04  -19.37  -14.14  0.55
O  -3.99  -20.43  -14.03  -0.35
C  -5.17  -19.86  -14.48  0.54
O  -6.22  -20.41  -14.50  -0.53
O  -4.96  -18.61  -14.90  -0.39
H  -3.32  -16.81  -13.66  -0.08
H  -3.96  -16.13  -15.19  0.46
H  -2.26  -16.60  -14.96  0.29
H  -3.36  -18.58  -16.16  0.28
H  -3.00  -18.86  -13.18  -0.47
H  -2.07  -19.83  -14.33  0.34
C  -3.65  -12.85  -9.18  -1.52
C  -2.43  -13.64  -9.69  0.60
C  -2.80  -14.98  -10.27  0.22
O  -2.50  -14.89  -11.68  -0.23
C  -1.89  -13.71  -11.89  0.59
O  -1.36  -13.42  -12.91  -0.56
O  -1.92  -12.90  -10.80  -0.37
H  -4.38  -12.69  -9.98  0.39
H  -3.37  -11.86  -8.81  0.37
H  -4.25  -13.30  -8.39  0.32
H  -1.66  -13.78  -8.94  0.17
H  -3.88  -15.12  -10.19  0.30
H  -2.35  -15.86  -9.82  -0.32
O  0.66  -25.65  -10.37  -0.92
P  0.10  -24.40  -9.84  0.10
N  -1.01  -24.63  -8.62  0.41
C  -0.93  -25.85  -7.81  -1.22
C  -2.30  -23.96  -8.41  -0.99
N  -0.62  -23.30  -10.88  0.99
C  0.14  -22.30  -11.62  -1.06
C  -1.75  -23.75  -11.64  -1.07
N  1.28  -23.49  -9.06  0.31
C  2.70  -23.80  -9.27  -1.04
C  0.97  -22.17  -8.53  -0.78
H  -0.38  -25.59  -6.89  0.34
H  -0.25  -26.56  -8.28  0.32
H  -1.92  -26.24  -7.57  0.43
H  -2.21  -22.90  -8.67  0.03
H  -2.61  -23.97  -7.37  0.57
H  -3.09  -24.45  -8.99  0.39
H  1.04  -21.93  -11.15  0.21
H  0.47  -22.75  -12.57  0.33
H  -0.51  -21.47  -11.92  0.16
H  -2.35  -24.53  -11.15  0.36
H  -2.50  -22.96  -11.75  0.09
H  -1.49  -24.20  -12.61  0.38
H  3.19  -23.78  -8.30  0.39
H  2.86  -24.79  -9.67  0.33
H  3.20  -23.03  -9.86  0.28
H  0.22  -22.32  -7.76  0.22
H  0.59  -21.41  -9.22  0.07
H  1.89  -21.75  -8.12  0.40
O  0.41  -17.58  -9.47  -0.96
P  1.27  -16.89  -10.47  0.34
N  0.59  -16.71  -11.98  0.92
C  1.20  -16.15  -13.18  -1.24
C  -0.56  -17.56  -12.29  -0.53
N  2.75  -17.71  -10.78  0.22
C  3.70  -17.66  -9.68  -0.89
C  2.68  -19.00  -11.43  -1.04
N  1.68  -15.38  -9.96  0.48
C  1.62  -14.95  -8.57  -1.11
C  2.43  -14.44  -10.82  -1.03
H  0.83  -16.57  -14.12  0.43
H  2.27  -16.34  -13.21  0.40
H  1.04  -15.08  -13.28  0.17
H  -0.85  -18.18  -11.44  -0.20
H  -0.15  -18.32  -12.97  0.69
H  -1.48  -17.09  -12.62  -0.35
H  4.71  -18.02  -9.91  0.35
H  3.72  -16.65  -9.28  0.22
H  3.34  -18.32  -8.87  0.28
H  2.02  -18.99  -12.30  0.23
H  3.71  -19.19  -11.75  0.44
H  2.35  -19.83  -10.79  0.28
H  1.49  -13.87  -8.51  0.48
H  0.72  -15.31  -8.06  0.25
H  2.47  -15.25  -7.94  0.24
H  3.18  -15.03  -11.35  0.39
H  2.96  -13.62  -10.33  0.43
H  1.73  -13.95  -11.50  0.10

Values from the calculation:
F_max: 2.09 eV/A
energy relative to the best compared isomer or geometry (same formula, charge and spin): 0.0 kJ/mol
charge: 0
SMILES: CN(C)P(=O)(N(C)C)N(C)C.CN(C)P(=O)(N(C)C)N(C)C.C[C@H]1COC(=O)O1.C[C@H]1COC(=O)O1.C[N+](=O)[O-].C[N+](=O)[O-].C[N+](=O)[O-]